Run a
151
Properties=species:S:1:pos:R:3 method="wB97M-V/def2-TZVPD" homo_ev=-9.2 e_lumo_ev=0.124 molar_mass_g_mol=803.179
H -8.333 -10.417 17.475
O -3.196 -18.720 18.215
O -10.601 -16.162 14.783
H -8.338 -11.632 23.149
C -10.717 -17.759 21.505
H -10.046 -24.473 15.326
H -7.185 -16.806 11.954
H -0.294 -15.803 22.980
O -4.420 -18.372 22.417
H -0.055 -15.527 21.344
H -1.932 -14.743 24.320
H -8.210 -22.934 14.722
O -9.962 -13.429 21.060
N -0.724 -15.749 22.067
C -9.410 -13.249 23.371
H -13.577 -17.837 21.365
H -4.666 -16.636 17.864
H -9.230 -22.266 17.329
H -10.229 -16.693 15.487
H -10.405 -18.550 22.187
H -2.638 -18.229 17.613
N -7.083 -17.636 17.463
C -2.532 -14.960 23.437
H -2.222 -12.178 19.750
H -5.175 -19.152 20.723
H -6.370 -13.930 19.980
O -9.514 -17.001 21.279
H -7.022 -17.275 18.404
H -1.021 -12.769 18.662
H -5.261 -13.499 18.602
H -4.784 -11.744 8.493
H -7.605 -19.537 13.811
O -5.600 -20.116 17.991
C -5.371 -17.277 22.274
H -4.197 -21.363 19.765
H -3.642 -10.446 18.169
C -8.169 -9.895 16.532
H -2.155 -13.839 19.509
H -11.603 -13.464 23.259
H -2.980 -21.814 23.255
H -2.505 -14.951 21.370
H -4.136 -15.525 10.573
H -8.074 -17.719 17.286
H -11.200 -15.154 21.325
H -7.121 -9.602 16.468
H -5.276 -13.293 11.611
C -1.494 -12.979 19.621
H -13.856 -16.775 22.691
H -5.395 -17.015 21.216
H -8.303 -12.439 14.187
C -7.418 -15.747 15.865
C -7.788 -11.929 15.001
H -10.638 -23.311 14.083
H -11.185 -23.170 15.716
H -5.091 -16.338 22.752
N -3.812 -21.264 23.093
O -0.522 -13.116 20.659
C -9.124 -13.923 22.071
H -4.759 -15.114 16.889
H -9.813 -15.151 19.677
H -8.680 -9.971 14.507
C -9.119 -21.064 15.326
H -9.961 -20.658 15.887
C -6.048 -15.227 10.891
H -7.693 -12.586 15.865
O -9.943 -17.941 17.714
N -8.752 -22.960 16.772
H -5.902 -13.481 14.007
C -5.611 -14.278 19.279
C -10.781 -13.574 23.967
C -5.427 -11.982 9.340
H -2.816 -20.290 21.623
H -8.066 -13.806 21.834
H -9.132 -14.999 22.246
H -8.537 -19.515 12.358
H -5.805 -17.136 15.884
H -4.907 -16.802 11.155
N -9.321 -11.824 23.279
H -6.479 -11.728 9.217
H -8.784 -13.682 19.369
C -8.629 -19.591 13.441
H -0.397 -13.216 22.695
H -5.938 -19.838 22.071
H -3.546 -20.370 23.480
H -7.592 -17.124 20.578
H -8.107 -15.439 11.678
H -8.646 -13.473 24.115
H -3.421 -14.329 23.417
C -6.391 -16.618 16.643
H -6.933 -13.285 10.955
O -5.414 -13.376 9.537
H -13.252 -18.415 23.052
H -5.160 -22.267 20.900
C -9.039 -22.623 15.359
H -6.234 -19.498 17.628
H -2.761 -16.021 23.537
C -7.075 -15.724 11.884
C -3.830 -20.665 21.761
H -10.960 -12.932 24.830
O -9.376 -20.642 13.978
C -10.316 -23.438 15.117
C -1.172 -13.323 21.936
H -8.734 -9.002 16.800
H -10.524 -13.656 19.114
H -4.874 -11.616 10.205
N -4.818 -15.802 11.265
C -13.201 -17.578 22.355
C -11.823 -16.877 22.169
H -4.789 -19.613 18.065
H -8.147 -20.701 15.659
H -9.102 -18.652 13.729
H -9.369 -23.741 16.941
C -4.958 -19.500 21.733
H -11.497 -16.571 23.163
H -6.450 -15.583 9.943
H -8.191 -18.546 21.420
H -10.662 -17.370 17.983
C -5.551 -12.590 14.527
C -1.768 -14.743 22.146
C -4.196 -21.773 20.775
H -1.885 -12.512 22.081
H -3.650 -11.053 19.555
O -6.086 -15.375 18.560
C -8.661 -10.695 15.322
H -12.800 -15.199 21.808
H -8.006 -16.447 15.272
H -10.355 -11.603 14.719
H -11.040 -18.170 20.548
H -8.085 -15.144 16.482
H -2.932 -18.420 19.085
O -4.232 -10.747 18.860
H -10.909 -14.569 24.394
C -9.733 -14.066 19.742
C -5.314 -15.858 17.460
C -8.471 -17.751 20.728
C -5.931 -13.699 10.840
H -6.889 -15.086 15.179
H -4.584 -12.309 14.110
H -10.168 -18.797 18.078
O -6.478 -11.482 14.542
H -10.587 -10.213 15.330
H -9.717 -11.607 22.376
H -11.042 -15.441 15.234
H -6.844 -15.273 12.849
H -5.403 -12.947 15.546
H -3.470 -22.586 20.776
H -4.697 -14.568 19.798
H -6.365 -17.496 22.663
N -10.083 -11.065 15.529
N -12.054 -15.693 21.340
H -8.838 -18.188 19.800


Run b
151
Properties=species:S:1:pos:R:3 method="wB97M-V/def2-TZVPD" homo_ev=-8.3 e_lumo_ev=0.553 molar_mass_g_mol=803.179
C 1.861 -15.246 18.932
N 6.162 -11.737 16.372
C 1.358 -19.670 21.980
C -1.693 -20.915 24.779
H 0.471 -16.593 20.743
H -1.510 -22.609 22.292
H 6.370 -14.426 14.589
H 2.332 -9.307 17.858
H -1.211 -16.105 18.134
H 1.517 -21.699 18.591
H -1.504 -12.866 18.064
H 1.201 -17.557 22.606
H -0.853 -19.070 23.276
H -2.534 -16.169 13.474
H 4.301 -15.081 12.388
H -2.888 -15.092 22.496
H 7.608 -14.393 17.913
C -2.073 -20.761 23.283
O 6.227 -16.045 15.791
H -2.650 -17.498 16.218
H 0.380 -15.373 22.030
H 4.694 -17.363 16.260
H 1.668 -10.341 16.513
H 1.971 -13.090 21.406
H 1.303 -17.634 14.825
H 3.311 -13.575 15.503
H 5.340 -12.356 16.158
H 0.617 -17.367 17.645
H -0.569 -13.320 24.816
C -2.000 -18.064 15.597
H 3.737 -16.983 19.984
O -2.153 -18.959 21.708
H 5.431 -13.929 23.280
O -0.809 -15.289 24.220
H 4.715 -8.866 17.526
H 1.972 -17.832 21.130
H 5.879 -10.915 18.287
H 2.926 -18.276 22.513
H 8.236 -14.461 19.581
C 5.701 -17.393 15.877
H -2.518 -18.719 23.705
H -1.046 -12.411 19.389
H 4.649 -13.483 13.097
H 1.830 -9.882 20.268
C 5.852 -15.389 14.596
H 0.956 -15.003 18.440
N 1.376 -20.363 23.244
H 8.224 -10.226 17.611
O 3.693 -10.477 16.703
O 1.820 -19.944 19.589
H 5.787 -15.670 23.382
H -0.379 -15.061 20.482
C -2.116 -17.597 21.459
H 0.749 -12.968 20.441
N 1.678 -13.333 20.471
C -2.485 -13.541 23.895
C 6.032 -10.545 17.242
H 7.624 -15.987 18.871
O 2.041 -16.633 18.775
N -1.181 -21.650 22.412
H 0.334 -19.609 21.735
H -3.116 -21.013 23.107
H 0.029 -17.946 13.827
H -3.956 -13.650 22.314
H 4.132 -15.030 23.471
H 2.968 -14.146 13.176
H -1.340 -21.282 21.461
H 0.511 -19.245 14.850
H -2.707 -16.983 22.127
H 2.787 -14.737 18.501
N -0.236 -17.763 17.225
O -1.151 -12.057 18.509
H -1.802 -21.995 24.992
H 0.918 -21.244 23.167
H 3.070 -20.519 21.174
C 2.006 -20.459 20.912
H 7.702 -9.460 16.224
H -3.845 -17.282 12.962
H 5.006 -9.308 15.698
C 1.868 -18.292 22.092
H -1.320 -11.471 22.090
C 6.087 -14.597 19.532
C -2.926 -13.985 22.478
H 1.316 -15.344 24.139
N 4.155 -14.121 15.612
H 0.054 -11.120 21.529
H 6.300 -16.103 20.892
H 0.510 -16.765 24.602
H 3.510 -11.367 18.591
C 4.855 -9.650 16.781
O -2.480 -18.122 14.276
O 0.933 -9.614 20.587
C 3.306 -17.118 18.909
H -2.248 -20.314 25.449
C -3.186 -16.984 13.780
H 4.311 -14.466 16.562
H -0.650 -16.467 15.732
H 6.065 -16.025 13.772
H 3.690 -15.941 14.620
O -1.666 -15.232 18.122
H 0.338 -9.629 19.822
H -3.730 -16.638 14.639
C 0.349 -18.140 14.840
H -2.112 -19.082 15.964
N -2.397 -12.057 24.011
H 3.257 -18.237 18.826
C -0.993 -13.941 24.044
H 5.748 -17.870 14.877
C 1.720 -14.847 20.380
C 0.510 -15.520 20.959
O 4.806 -14.979 21.586
H 6.598 -11.442 15.509
H 3.965 -16.721 18.114
C -1.888 -19.296 23.038
C 5.093 -14.929 22.995
H 2.634 -15.182 20.890
H 2.941 -12.064 19.866
H -2.584 -15.470 18.097
H -3.095 -11.671 23.424
H 5.419 -15.186 18.948
C 4.025 -14.388 13.201
C 6.021 -15.048 20.917
H -1.097 -17.202 21.487
H 1.932 -20.286 17.638
N 5.889 -13.154 19.456
H 6.339 -17.896 16.569
H 6.187 -12.756 18.561
H -2.501 -17.495 20.439
H 5.011 -12.918 19.811
C 4.338 -15.042 14.534
H 7.135 -8.804 17.799
H -0.503 -13.440 23.159
O 3.548 -11.339 19.587
C -0.539 -17.537 15.862
C 2.476 -9.718 16.803
H -0.256 -18.754 17.514
H 2.585 -8.876 16.133
C 7.301 -9.738 17.207
H 1.663 -21.501 20.944
O -0.723 -11.673 21.369
H 0.525 -15.481 25.725
H -0.628 -20.751 24.805
C 0.428 -15.688 24.679
H -3.030 -14.005 24.704
H -2.532 -11.840 25.001
C 2.170 -20.812 18.563
H 2.335 -20.580 23.560
H -2.193 -13.581 21.778
C 7.476 -14.908 18.901
H 3.210 -21.024 18.507
H 6.807 -14.452 21.454


Of them, run b has the highest stability.